A single C5H7F molecule at a distorted geometry, computed with ωB97M-V/def2-TZVPD.

```
! wB97M-V def2-TZVPD RIJCOSX def2/J DEFGRID3
* xyz 0 1
C -0.763 0.545 -0.830
C -0.558 0.861 0.690
C -0.112 -0.791 -0.619
C -0.011 -0.616 0.871
C 1.306 -0.576 0.080
F 1.931 0.587 -0.195
H -1.817 0.380 -0.990
H -0.234 1.274 -1.474
H 0.132 1.606 0.811
H -1.501 1.167 1.135
H -0.248 -1.728 -1.325
H -0.139 -1.264 1.811
H 2.013 -1.443 0.037
*
```

- structure (SMILES) = F[C@H]1[C@H]2CC[C@@H]12
- energy above the lowest of the compared OMol25 structures with the same formula, charge and spin (kJ/mol) = 181.7
- F_max (eV/Å) = 3.60
- gap between HOMO and LUMO (Eh) = 0.39130

A molecular structure, C27H25N5O3S2 at a distorted geometry, computed with ωB97M-V/def2-TZVPD.

```
! wB97M-V def2-TZVPD RIJCOSX def2/J DEFGRID3
* xyz 0 1
C 0.745 -3.464 6.212
H 1.805 -3.153 5.969
O -0.149 -2.651 5.305
C 0.121 -2.588 4.040
C 1.239 -3.284 3.257
C 1.153 -3.194 2.071
C 0.260 -2.293 1.526
C -0.652 -1.730 1.966
C -0.707 -1.865 3.375
H -1.455 -1.157 3.969
H -1.493 -1.130 1.566
N 0.343 -2.437 -0.099
C -0.487 -2.353 -1.084
N -0.277 -2.347 -2.218
N 1.205 -2.083 -2.187
C 1.414 -1.980 -0.688
C 2.805 -1.560 -0.226
C 3.878 -2.324 -0.637
C 5.015 -2.146 -0.298
C 5.124 -1.196 0.961
C 4.165 -0.566 1.278
C 2.750 -0.826 0.927
O 1.592 -0.160 1.101
C 1.616 0.874 2.248
H 1.990 0.231 2.848
H 2.360 1.723 1.780
H 0.825 1.402 2.138
H 4.086 0.117 2.034
H 6.169 -0.971 1.454
H 5.954 -2.551 -0.489
H 3.702 -3.176 -1.590
S -2.226 -2.878 -0.701
C -3.064 -2.592 -2.307
C -2.873 -1.093 -2.784
O -3.232 -0.848 -3.903
N -2.799 -0.319 -1.926
C -2.374 1.048 -2.388
C -2.138 2.186 -1.212
C -1.650 1.823 -0.064
N -1.425 1.506 1.136
C -1.992 3.528 -1.993
C -2.453 3.241 -3.104
S -2.761 1.650 -3.729
C -2.290 4.513 -4.233
C -1.510 5.455 -3.757
C -1.897 5.968 -2.389
C -1.430 4.777 -1.449
H -0.332 4.803 -1.403
H -1.859 4.630 -0.536
H -2.965 5.881 -2.067
H -1.390 6.696 -1.996
H -0.509 5.308 -3.921
H -1.824 6.524 -4.549
H -3.463 4.894 -4.377
H -2.111 4.294 -5.271
H -2.584 -0.453 -0.833
H -2.351 -3.207 -3.020
H -4.038 -2.978 -2.168
H 1.728 -3.848 1.404
H 1.520 -3.820 3.974
H 0.587 -3.346 7.126
H 0.613 -4.504 5.930
*
```

- F_max (eV/Å) = 19.68
- gap between HOMO and LUMO (Eh) = 0.27529

A single H3N3O2 molecule at a distorted geometry, computed with ωB97M-V/def2-TZVPD.

```
! wB97M-V def2-TZVPD RIJCOSX def2/J DEFGRID3
* xyz 0 1
N -1.366 0.215 -0.032
N -0.042 -0.565 0.091
N 1.095 0.094 -0.216
O 1.047 1.231 -0.561
O 2.115 -0.562 -0.135
H -1.919 0.099 0.897
H -0.927 1.133 -0.218
H -0.004 -1.645 0.174
*
```

- structure (SMILES) = NN[N+](=O)[O-]
- energy above the lowest of the compared OMol25 structures with the same formula, charge and spin (kJ/mol) = 86.3
- F_max (eV/Å) = 2.96
- gap between HOMO and LUMO (Eh) = 0.39680

2 unconnected molecules or ions with the total composition C3H5IO at a distorted geometry, computed with ωB97M-V/def2-TZVPD.

```
! wB97M-V def2-TZVPD RIJCOSX def2/J DEFGRID3
* xyz 0 1
C -0.150 -0.169 0.019
C -0.070 -0.128 -1.406
C -0.592 0.992 0.885
O -1.051 -0.891 -0.930
I 2.739 -2.727 -0.201
H 0.651 -0.871 0.410
H 0.650 -0.272 -2.261
H 0.219 1.549 1.383
H -1.303 0.769 1.774
H -1.093 1.748 0.327
*
```

- energy above the lowest of the compared OMol25 structures with the same formula, charge and spin (kJ/mol) = 352.6
- F_max (eV/Å) = 2.29
- gap between HOMO and LUMO (alpha / beta) (Eh) = 0.38409 / 0.15868

12 unconnected molecules or ions with the total composition C48H113N7O22S5 at a distorted geometry, computed with ωB97M-V/def2-TZVPD.

```
! wB97M-V def2-TZVPD RIJCOSX def2/J DEFGRID3
* xyz 0 1
C 1.463 0.270 6.128
C 0.339 -0.779 6.069
C -0.910 -0.149 5.339
C -1.988 -1.184 4.987
C -1.344 -2.326 4.167
C -0.124 -2.997 4.808
N 0.852 -1.910 5.175
O 1.849 -2.619 5.898
C -0.573 -3.928 5.897
C 0.646 -3.896 3.854
C 0.105 -1.213 7.442
H 2.442 -0.238 6.266
H 1.275 1.013 6.916
H 1.535 0.854 5.172
H -1.263 0.593 6.057
H -0.573 0.330 4.406
H -2.699 -0.673 4.336
H -2.546 -1.439 5.901
H -0.938 -1.885 3.210
H -2.048 -3.073 3.806
H 0.321 -4.306 6.393
H -1.233 -3.553 6.690
H -1.061 -4.793 5.480
H 1.205 -3.325 3.097
H 1.373 -4.587 4.343
H -0.128 -4.523 3.334
H -0.853 -1.763 7.507
H -0.049 -0.339 8.115
H 0.913 -1.840 7.832
H 2.709 -2.436 5.540
C 3.134 1.385 -2.622
C 4.628 1.321 -2.313
C 5.399 2.279 -3.328
C 6.773 2.714 -2.793
C 6.736 3.406 -1.443
C 6.089 2.473 -0.403
N 4.762 1.976 -0.945
O 4.294 1.047 0.105
C 7.110 1.412 -0.012
C 5.720 3.301 0.896
C 5.196 -0.102 -2.402
H 2.576 0.858 -1.886
H 2.937 1.004 -3.596
H 2.794 2.426 -2.704
H 5.490 1.721 -4.258
H 4.771 3.140 -3.570
H 7.248 3.383 -3.516
H 7.452 1.866 -2.731
H 6.212 4.343 -1.711
H 7.692 3.675 -1.027
H 7.760 1.791 0.753
H 6.730 0.499 0.486
H 7.721 1.005 -0.855
H 5.331 2.765 1.770
H 6.632 3.847 1.159
H 4.924 4.002 0.685
H 6.097 -0.295 -1.797
H 5.526 -0.309 -3.436
H 4.502 -0.882 -2.076
H 4.869 0.276 0.051
O -6.795 3.470 4.869
S -5.699 2.880 5.587
O -5.661 1.498 5.947
O -4.329 3.130 4.718
C -4.301 2.260 3.578
C -2.980 2.594 2.835
C -5.094 3.760 7.001
H -5.089 2.668 2.901
H -4.625 1.217 3.783
H -2.108 2.377 3.458
H -3.088 3.643 2.548
H -2.923 2.106 1.853
H -5.564 3.401 7.913
H -5.155 4.879 6.994
H -4.036 3.522 6.998
O -3.380 1.087 -4.645
S -4.088 2.126 -3.959
O -5.398 1.872 -3.372
O -3.060 2.487 -2.852
C -3.362 3.530 -1.983
C -2.324 3.687 -0.878
C -4.133 3.453 -5.045
H -4.397 3.499 -1.617
H -3.316 4.487 -2.531
H -1.375 4.017 -1.279
H -2.132 2.699 -0.467
H -2.679 4.373 -0.103
H -3.089 3.691 -5.179
H -4.727 4.272 -4.719
H -4.539 3.108 -5.993
O 0.293 2.083 2.593
S 0.632 3.230 1.827
O -0.399 4.053 1.251
O 1.338 4.251 2.811
C 2.278 3.791 3.812
C 1.574 3.732 5.164
C 1.893 2.816 0.730
H 3.195 4.368 3.901
H 2.548 2.774 3.490
H 0.736 3.057 5.040
H 1.165 4.709 5.405
H 2.306 3.354 5.905
H 1.500 2.300 -0.135
H 2.618 2.090 1.090
H 2.371 3.720 0.355
O -3.764 -2.920 -1.653
S -5.108 -2.938 -1.128
O -5.478 -3.894 -0.133
O -5.368 -1.541 -0.462
C -5.144 -0.260 -1.129
C -5.437 0.924 -0.112
C -6.157 -2.914 -2.474
H -5.773 -0.142 -1.990
H -4.092 -0.215 -1.455
H -5.342 1.902 -0.567
H -4.930 0.754 0.884
H -6.478 0.861 0.132
H -5.856 -2.126 -3.155
H -7.177 -2.787 -2.146
H -6.050 -3.893 -2.973
O -3.309 -2.535 -4.961
S -1.921 -2.133 -4.850
O -0.924 -3.210 -5.038
O -1.611 -1.041 -5.911
C -2.356 -1.019 -7.127
C -2.114 -2.335 -7.906
C -1.676 -1.244 -3.308
H -2.056 -0.034 -7.582
H -3.422 -0.854 -6.886
H -2.696 -2.420 -8.849
H -2.217 -3.122 -7.195
H -1.029 -2.379 -8.168
H -1.939 -0.198 -3.370
H -0.619 -1.376 -3.060
H -2.322 -1.777 -2.607
C -0.651 5.658 -3.919
O -1.471 5.176 -4.658
N 0.443 5.062 -3.404
C 1.214 5.717 -2.421
C 0.744 3.636 -3.665
H -0.657 6.727 -3.681
H 1.136 6.809 -2.560
H 2.299 5.514 -2.571
H 0.993 5.476 -1.346
H -0.049 3.298 -4.332
H 1.754 3.577 -4.136
H 0.732 3.167 -2.656
C -3.142 -7.754 -1.807
O -3.423 -8.688 -2.588
N -2.380 -6.710 -2.161
C -1.905 -5.590 -1.368
C -2.101 -6.690 -3.596
H -3.566 -7.718 -0.771
H -0.826 -5.648 -1.253
H -2.303 -5.746 -0.387
H -2.257 -4.631 -1.795
H -1.461 -5.926 -4.001
H -1.671 -7.625 -3.897
H -3.069 -6.553 -4.137
C 4.154 -2.236 3.017
O 4.328 -1.924 4.161
N 3.440 -1.503 2.101
C 2.624 -0.458 2.689
C 3.193 -1.988 0.764
H 4.500 -3.158 2.542
H 2.133 -0.904 3.559
H 1.803 -0.166 2.051
H 3.310 0.390 2.988
H 2.213 -2.547 0.643
H 3.192 -1.314 -0.057
H 3.959 -2.720 0.539
C 2.060 -2.723 -3.355
O 2.140 -2.100 -2.289
N 2.925 -3.752 -3.636
C 2.743 -4.612 -4.822
C 4.009 -4.031 -2.742
H 1.333 -2.514 -4.181
H 2.844 -5.685 -4.511
H 3.401 -4.271 -5.619
H 1.726 -4.411 -5.158
H 3.828 -4.839 -2.028
H 4.954 -4.264 -3.311
H 4.210 -3.160 -2.096
C -0.199 -0.044 -0.796
O -0.253 1.188 -0.814
N -0.762 -0.949 0.088
C -1.742 -0.466 1.071
C -0.774 -2.391 -0.194
H 0.498 -0.565 -1.498
H -1.243 -0.327 1.989
H -2.628 -1.083 0.975
H -1.917 0.582 0.825
H -0.509 -2.997 0.663
H -1.766 -2.753 -0.490
H -0.149 -2.711 -1.022
*
```

- structure (SMILES) = CC1(C)CCCC(C)(C)N1O.CC1(C)CCCC(C)(C)N1O.CCOS(C)(=O)=O.CCOS(C)(=O)=O.CCOS(C)(=O)=O.CCOS(C)(=O)=O.CCOS(C)(=O)=O.CN(C)C=O.CN(C)C=O.CN(C)C=O.CN(C)C=O.CN(C)C=O
- F_max (eV/Å) = 3.41
- gap between HOMO and LUMO (Eh) = 0.32224

A molecular structure, C42H51Cl3N14O4S2Sr at a distorted geometry, computed with ωB97M-V/def2-TZVPD.

```
! wB97M-V def2-TZVPD RIJCOSX def2/J DEFGRID3
* xyz 2 1
Sr -0.723 0.939 0.077
O 5.605 3.618 -2.768
C 5.176 2.387 -3.307
C 3.821 2.056 -2.750
C 3.310 0.768 -2.814
C 2.060 0.518 -2.280
N 1.289 1.453 -1.716
C 1.759 2.712 -1.701
C 3.024 3.035 -2.178
C 0.868 3.787 -1.167
C 1.106 5.123 -1.461
C 0.266 6.110 -0.966
C 0.506 7.570 -1.275
O 0.747 7.798 -2.649
C -0.812 5.706 -0.192
C -1.000 4.355 0.033
N -0.183 3.408 -0.426
H 6.489 3.816 -3.088
H 5.871 1.575 -3.072
H 5.090 2.444 -4.399
H 3.879 -0.043 -3.252
H 1.648 -0.482 -2.300
H 3.417 4.036 -2.092
H 1.928 5.400 -2.105
H 1.329 7.940 -0.657
H -0.383 8.139 -1.004
H 1.689 7.770 -2.831
H -1.514 6.425 0.209
H -1.853 4.016 0.614
N -1.482 1.375 -3.475
C -2.623 1.678 -2.837
N -3.635 2.071 -3.602
C -4.727 2.448 -2.942
N -5.782 2.856 -3.647
N -4.849 2.447 -1.597
C -3.799 2.010 -0.937
N -2.648 1.590 -1.480
C -3.948 2.011 0.561
C -5.149 2.432 1.117
C -5.294 2.410 2.495
C -4.239 1.960 3.272
C -3.074 1.569 2.634
N -2.917 1.604 1.311
H -1.508 1.378 -4.480
H -0.730 0.895 -3.010
H -5.719 2.917 -4.648
H -6.604 3.177 -3.169
H -5.945 2.761 0.467
H -6.219 2.735 2.953
H -4.307 1.915 4.350
H -2.224 1.215 3.207
C 2.439 -7.006 3.709
C 2.533 -5.698 4.444
C 3.716 -5.294 5.054
C 3.797 -4.095 5.746
C 2.680 -3.276 5.865
N 2.779 -2.079 6.616
C 2.292 -0.834 6.318
O 2.334 0.081 7.112
N 1.793 -0.712 5.029
C 1.268 0.435 4.446
C 1.128 1.673 5.074
C 0.596 2.720 4.340
C 0.220 2.523 3.024
N 0.338 1.337 2.416
C 0.845 0.330 3.121
C 1.480 -3.681 5.285
C 1.421 -4.868 4.572
H 3.416 -7.478 3.616
H 2.032 -6.869 2.705
H 1.782 -7.701 4.235
H 4.594 -5.925 4.986
H 4.731 -3.793 6.205
H 3.292 -2.099 7.483
H 1.908 -1.508 4.420
H 1.438 1.798 6.099
H 0.483 3.695 4.792
H -0.183 3.337 2.434
H 0.921 -0.625 2.609
H 0.583 -3.091 5.433
H 0.475 -5.179 4.142
Cl 5.221 -2.142 -0.012
C 3.774 -2.561 0.908
Cl 3.200 -4.176 0.466
Cl 4.083 -2.475 2.649
C 2.715 -1.601 0.588
N 1.868 -0.870 0.342
C -0.622 -2.098 -6.387
N -0.265 -2.371 -4.996
C 1.168 -2.453 -4.760
C -1.139 -2.247 -3.971
S -0.611 -1.825 -2.412
N -2.452 -2.453 -4.227
C -2.912 -3.504 -5.137
C -3.464 -2.034 -3.269
H 0.087 -1.369 -6.784
H -1.619 -1.674 -6.446
H -0.572 -2.994 -7.006
H 1.617 -3.028 -5.569
H 1.364 -2.946 -3.814
H 1.622 -1.457 -4.742
H -2.071 -4.054 -5.544
H -3.509 -3.099 -5.955
H -3.531 -4.203 -4.572
H -3.180 -1.091 -2.810
H -3.600 -2.780 -2.481
H -4.404 -1.906 -3.805
C -2.850 -2.902 2.044
S -1.994 -2.549 0.512
C -0.576 -3.610 0.758
O -1.469 -1.143 0.704
H -2.190 -2.709 2.889
H -3.179 -3.941 2.033
H -3.719 -2.247 2.084
H -0.899 -4.648 0.677
H -0.134 -3.411 1.736
H 0.124 -3.382 -0.043
*
```

- energy above the lowest of the compared OMol25 structures with the same formula, charge and spin (kJ/mol) = 53.1
- F_max (eV/Å) = 1.08
- gap between HOMO and LUMO (Eh) = 0.29093

5 unconnected molecules or ions with the total composition C5H20N2O5 at a distorted geometry, computed with ωB97M-V/def2-TZVPD.

```
! wB97M-V def2-TZVPD RIJCOSX def2/J DEFGRID3
* xyz 1 2
C 0.952 2.339 -0.669
C 0.696 0.981 -0.009
C 1.361 0.938 1.384
C 1.441 -0.460 1.970
N -0.720 0.716 0.147
C -1.529 0.677 -1.015
N -2.862 0.894 -0.817
O -1.086 0.465 -2.128
H 0.558 3.146 -0.081
H 0.508 2.381 -1.690
H 2.026 2.471 -0.822
H 1.136 0.148 -0.653
H 2.359 1.349 1.272
H 0.822 1.585 2.066
H 0.460 -0.914 2.029
H 2.080 -1.141 1.386
H 1.864 -0.486 2.994
H -1.188 1.039 0.970
H -3.485 0.698 -1.585
H -3.233 0.994 0.135
H -3.054 0.808 2.875
H -2.955 2.323 2.530
O -2.829 1.435 2.176
H 1.655 -2.206 -1.718
H 2.784 -3.233 -1.619
O 2.281 -2.624 -1.062
H 0.721 -3.222 -0.327
H -0.530 -2.446 0.159
O -0.259 -3.275 -0.232
H -0.187 -2.519 -2.280
H -0.129 -1.011 -2.642
O 0.342 -1.849 -2.744
*
```

- energy above the lowest of the compared OMol25 structures with the same formula, charge and spin (kJ/mol) = 0.0
- F_max (eV/Å) = 3.16
- gap between HOMO and LUMO (alpha / beta) (Eh) = 0.39467 / 0.19076